Entry 1:
Entry from OMol25: one molecule with the formula C5H9FO at a distorted geometry (wB97M-V/def2-TZVPD).

Cartesian coordinates (Å):
C: 2.9229 0.1594 -0.2053
C: 1.7062 0.4340 0.2077
C: -1.6224 0.3873 -1.1430
C: -1.2083 -0.3311 1.2799
C: -0.7385 0.4763 0.0676
O: 0.5897 0.1675 -0.4562
F: -0.5637 1.8614 0.3247
H: 3.8333 0.4016 0.2944
H: 3.1971 -0.2604 -1.0961
H: 1.6371 0.8514 1.2514
H: -2.5720 0.8075 -0.9392
H: -1.6996 -0.7042 -1.4564
H: -1.1375 0.8939 -2.0037
H: -2.1680 -0.2282 1.6695
H: -1.2414 -1.3314 0.8473
H: -0.3966 -0.3124 2.0994

Computed properties:
- E_HOMO (eV) = -8.8855
- strongest force on any atom (eV/A) = 4.02
- SMILES = C=COC(C)(C)F
- energy relative to the best compared isomer or geometry (same formula, charge and spin) (kcal per mole) = 29.58

Atom charges from the natural (NBO) analysis, given in e for atoms 1 to 5: number 1, C, carries -0.51; number 2, C, carries 0.15; number 3, C, carries -0.65; number 4, C, carries -0.67; number 5, C, carries 0.63


Entry 2:
Entry from OMol25: C48H54BN15O3S6Ti as an isolated structure at a distorted geometry (wB97M-V/def2-TZVPD).

Cartesian coordinates (Å):
Ti: 0.1768 -0.0167 -2.0836
C: -4.8778 3.5834 3.5566
C: -5.0626 2.0628 3.5670
C: -6.3072 1.7538 4.3941
C: -5.2429 1.5049 2.1516
N: -3.8907 1.3823 4.1807
C: -4.0018 0.4768 5.2270
C: -2.7946 -0.0629 5.4249
N: -1.9172 0.4591 4.4974
B: -0.4609 -0.0523 4.4776
N: 0.5192 1.1679 4.2512
C: 0.4142 2.1078 5.2476
C: 1.1249 3.1903 4.9043
N: 1.7056 2.9321 3.6808
C: 1.3165 1.6790 3.2790
S: 1.9492 0.8585 1.8895
C: 2.4828 3.9634 2.9318
C: 1.6955 4.3476 1.6790
C: 2.6271 5.2055 3.8089
C: 3.8933 3.4653 2.5958
N: -0.1992 -1.2854 3.5661
C: 1.0322 -1.9068 3.6718
C: 0.9593 -3.1044 3.0764
N: -0.3329 -3.2626 2.6018
C: -1.0468 -2.1266 2.8918
S: -2.6344 -1.7613 2.4047
C: -0.8103 -4.4759 1.8868
C: -1.2348 -4.1347 0.4541
C: 0.3327 -5.4848 1.8064
C: -1.9713 -5.0905 2.6718
C: -2.5846 1.3768 3.7385
S: -1.8970 2.3567 2.5454
H: -5.7439 4.0547 3.0869
H: -3.9832 3.8558 3.0088
H: -4.7848 3.9571 4.5792
H: -7.1487 2.2851 3.9506
H: -6.1938 2.0974 5.4239
H: -6.5423 0.6884 4.3921
H: -6.0771 2.0023 1.6519
H: -5.4360 0.4309 2.1937
H: -4.3307 1.6652 1.5777
H: -4.9202 0.2974 5.7520
H: -2.4801 -0.7924 6.1502
H: -0.2366 -0.4262 5.6034
H: -0.1772 1.9262 6.1272
H: 1.2602 4.1085 5.4412
H: 0.7228 4.7566 1.9616
H: 1.5269 3.4800 1.0477
H: 2.2515 5.0943 1.1120
H: 1.6579 5.6501 4.0387
H: 3.2089 5.9415 3.2562
H: 3.1546 4.9848 4.7387
H: 3.8640 2.6431 1.8901
H: 4.4000 3.1268 3.5021
H: 4.4661 4.2846 2.1588
H: 1.8582 -1.4276 4.1684
H: 1.7227 -3.8512 2.9745
H: -0.4363 -3.5891 -0.0516
H: -2.1217 -3.5080 0.4528
H: -1.4481 -5.0567 -0.0908
H: 1.1714 -5.0812 1.2362
H: -0.0307 -6.3709 1.2881
H: 0.6795 -5.7898 2.7956
H: -2.7896 -4.3776 2.7460
H: -1.6498 -5.3677 3.6783
H: -2.3282 -5.9853 2.1585
C: -3.4014 -2.2463 -2.1702
C: -3.1315 -3.2496 -3.1027
C: -1.8259 -3.5220 -3.4306
C: -0.7938 -2.7632 -2.8584
N: -1.0779 -1.7017 -2.0708
C: -2.3560 -1.4967 -1.6937
N: 0.4857 -3.2301 -3.0079
C: 1.5254 -2.5929 -2.5895
N: 1.6437 -1.2792 -2.2260
C: 2.9748 -0.9996 -1.9874
N: 3.5543 0.1379 -1.8783
C: 2.9161 1.3514 -1.9910
C: 3.7480 2.4701 -2.1394
C: 3.1980 3.7251 -2.2436
C: 1.8200 3.8697 -2.1128
C: 1.0584 2.7423 -1.9544
N: 1.5778 1.4996 -1.9519
C: 3.7438 -2.2536 -2.0893
C: 5.0847 -2.5342 -1.9264
C: 5.5077 -3.8318 -2.1884
C: 4.6100 -4.8136 -2.6022
C: 3.2615 -4.5235 -2.7711
C: 2.8491 -3.2337 -2.5081
H: -4.4075 -2.0520 -1.8276
H: -3.9379 -3.8312 -3.5306
H: -1.5502 -4.3281 -4.0949
H: -2.5087 -0.7194 -0.9570
H: 4.8126 2.2962 -2.1848
H: 3.8285 4.5902 -2.4057
H: 1.3465 4.8406 -2.1313
H: -0.0088 2.8145 -1.7950
H: 5.7761 -1.7659 -1.6064
H: 6.5536 -4.0858 -2.0743
H: 4.9703 -5.8150 -2.7987
H: 2.5549 -5.2736 -3.1016
N: -0.0915 -0.0409 -10.8124
C: 0.1745 0.1668 -9.4768
C: -0.1508 1.3839 -8.8670
C: 0.0770 1.5740 -7.5184
C: 0.6234 0.5472 -6.7625
C: 0.9521 -0.6677 -7.3513
C: 0.7326 -0.8565 -8.6994
S: 0.9236 0.7667 -5.0401
O: 1.0416 2.1835 -4.7934
O: 2.0370 -0.0705 -4.6900
N: -0.3812 0.1723 -4.2347
C: -1.3166 1.0845 -3.8519
S: -2.1141 2.2506 -4.8730
C: -2.9591 2.8381 -3.4745
C: -2.5998 2.1438 -2.3747
N: -1.6768 1.1491 -2.5962
H: -0.2681 0.7608 -11.3897
H: 0.3522 -0.8193 -11.2645
H: -0.5749 2.1801 -9.4674
H: -0.1446 2.5226 -7.0470
H: 1.3961 -1.4405 -6.7365
H: 1.0000 -1.7954 -9.1696
H: -3.6569 3.6547 -3.5504
H: -2.9379 2.3161 -1.3618
O: 1.0327 -1.5356 0.5319
S: 0.1749 -0.3939 0.8979
N: -0.1858 0.3886 -0.4089

Computed properties:
- E_HOMO (eV) = -6.4300
- strongest force on any atom (eV/A) = 2.29
- energy relative to the best compared isomer or geometry (same formula, charge and spin) (kcal per mole) = 16.02

Atom charges from the Löwdin analysis, given in e for atoms 1 to 5: number 1, Ti, carries 0.97; number 2, C, carries -0.06; number 3, C, carries -0.55; number 4, C, carries -0.06; number 5, C, carries -0.04


Entry 3:
Entry from OMol25: C24H33FeIN5O3S as an isolated structure (wB97M-V/def2-TZVPD).

Cartesian coordinates (Å):
Fe: 0.1005 0.1743 -0.0615
C: -1.3921 1.8873 1.5588
C: -0.9929 0.8034 2.5482
N: 0.0500 -0.0567 1.9460
C: -0.1243 -1.5053 2.1554
C: -1.2704 -1.9994 1.2871
N: -1.1803 -1.4081 -0.0720
C: -2.4643 -0.8842 -0.5818
C: -2.8010 0.4122 0.1351
N: -1.5988 1.2813 0.2256
H: -2.2802 2.4188 1.9146
H: -0.5779 2.6057 1.4542
H: -0.6466 1.2577 3.4772
H: -1.8496 0.1820 2.8100
H: 0.9624 0.2244 2.2888
H: 0.8075 -1.9782 1.8478
H: -0.3125 -1.7529 3.2046
H: -1.2595 -3.0888 1.2415
H: -2.2303 -1.7192 1.7230
H: -0.8277 -2.1029 -0.7210
H: -2.3349 -0.6904 -1.6460
H: -3.2793 -1.6047 -0.4633
H: -3.6135 0.9202 -0.3851
H: -3.1635 0.2093 1.1430
H: -1.6896 2.0239 -0.4575
C: 2.0313 -0.6100 -5.6287
C: 3.2580 -0.8116 -4.7485
C: 2.9773 -0.5743 -3.2703
N: 2.6323 0.8267 -3.0195
C: 1.4497 1.3021 -2.7078
S: 0.0695 0.3021 -2.4706
N: 1.2640 2.6510 -2.5640
C: 2.1732 3.7110 -2.3202
O: 1.8259 4.5859 -1.5713
C: 3.4536 3.7529 -3.0772
C: 3.4950 3.4275 -4.4323
C: 4.6890 3.5341 -5.1289
C: 5.8383 3.9546 -4.4720
C: 5.7920 4.2961 -3.1265
C: 4.5970 4.2118 -2.4313
H: 2.2706 -0.7833 -6.6772
H: 1.6400 0.4062 -5.5439
H: 1.2305 -1.2946 -5.3460
H: 4.0703 -0.1524 -5.0711
H: 3.6344 -1.8314 -4.8515
H: 3.8555 -0.8002 -2.6653
H: 2.1504 -1.1858 -2.9173
H: 3.3844 1.4915 -3.1551
H: 0.3541 2.8619 -2.1792
H: 2.5927 3.1048 -4.9394
H: 4.7214 3.2970 -6.1838
H: 6.7711 4.0296 -5.0148
H: 6.6869 4.6380 -2.6238
H: 4.5344 4.5052 -1.3919
I: 8.7205 1.3425 -0.0651
C: 6.6629 1.0372 0.0146
C: 5.8180 2.1226 0.2087
C: 4.4483 1.9193 0.2432
C: 3.9263 0.6412 0.0846
C: 4.7803 -0.4421 -0.0895
C: 6.1520 -0.2477 -0.1273
C: 2.4543 0.4484 0.0688
O: 1.6765 1.4506 0.1493
O: 1.9390 -0.6994 -0.0548
H: 6.2276 3.1159 0.3320
H: 3.7697 2.7486 0.3961
H: 4.3606 -1.4336 -0.2006
H: 6.8192 -1.0868 -0.2679

Computed properties:
- total charge = +1
- E_HOMO (eV) = -10.9696
- strongest force on any atom (eV/A) = 0.21
- energy relative to the best compared isomer or geometry (same formula, charge and spin) (kcal per mole) = 0.00

Atom charges from the natural (NBO) analysis, given in e for atoms 1 to 5: number 1, Fe, carries 0.84; number 2, C, carries -0.23; number 3, C, carries -0.24; number 4, N, carries -0.60; number 5, C, carries -0.23


Entry 4:
Entry from OMol25: a 2-piece molecular cluster, C34H30NO2S overall at a distorted geometry (wB97M-V/def2-TZVPD).

Cartesian coordinates (Å):
C: -3.5622 0.5008 2.7566
O: -2.6559 -0.6252 2.9407
C: -1.3211 -0.4285 2.7451
C: -0.4914 -1.5839 2.7169
C: 0.8759 -1.4612 2.7737
C: 1.4700 -0.1734 2.9219
S: 3.0500 0.0702 3.3412
C: 0.6494 0.9769 2.7445
C: -0.7229 0.8615 2.6836
H: -4.5505 0.0348 2.7348
H: -3.4919 1.1971 3.6078
H: -3.3690 1.0331 1.8105
H: -0.9803 -2.5553 2.6957
H: 1.5159 -2.3378 2.7407
H: 1.1246 1.9551 2.7157
H: -1.3486 1.7568 2.6398
C: 9.8671 2.3333 3.7033
N: 9.3510 1.8666 4.9740
C: 10.3436 1.2546 5.8316
C: 7.9802 1.7046 5.1947
C: 7.3069 0.5689 4.7115
C: 5.9560 0.4041 4.9435
C: 5.1870 1.3749 5.6261
C: 3.7836 1.1684 5.8355
C: 3.2464 0.0003 6.4366
C: 1.8381 -0.1078 6.6449
C: 1.2719 -1.1110 7.3899
C: -0.1770 -1.1515 7.6593
C: -1.0817 -0.7454 6.6548
C: -2.4615 -0.8391 6.8393
C: -2.9813 -1.2334 8.0772
C: -2.0988 -1.6049 9.1005
C: -0.7176 -1.6005 8.8824
C: 2.1316 -2.2075 7.8954
O: 1.6605 -3.1453 8.5584
C: 3.5559 -2.1950 7.5019
C: 4.4391 -3.3257 7.8457
C: 5.4189 -3.7549 6.9205
C: 6.2727 -4.8175 7.2180
C: 6.2263 -5.4323 8.4745
C: 5.2801 -4.9993 9.4121
C: 4.3716 -3.9890 9.0849
C: 4.0518 -1.1120 6.8222
C: 5.8580 2.5616 6.0309
C: 7.2264 2.6903 5.8777
H: 9.0454 2.7133 3.0824
H: 10.5946 3.1398 3.8799
H: 10.3886 1.5184 3.1724
H: 9.8645 0.8509 6.7326
H: 10.8721 0.4460 5.2988
H: 11.0911 2.0076 6.1213
H: 7.8726 -0.1973 4.1786
H: 5.4772 -0.5092 4.5886
H: 3.1088 2.0150 5.6990
H: 1.2147 0.7080 6.2596
H: -0.6708 -0.3943 5.7080
H: -3.1186 -0.6031 6.0045
H: -4.0570 -1.2628 8.2453
H: -2.4769 -1.9081 10.0793
H: -0.0433 -1.9598 9.6600
H: 5.4738 -3.2540 5.9516
H: 6.9766 -5.1632 6.4632
H: 6.9110 -6.2437 8.7215
H: 5.2382 -5.4451 10.4074
H: 3.5948 -3.7009 9.7922
H: 5.1305 -1.0716 6.6487
H: 5.2841 3.3490 6.5258
H: 7.7670 3.5608 6.2563

Computed properties:
- total charge = -1
- E_HOMO (eV) = -2.9839
- strongest force on any atom (eV/A) = 3.03

Atom charges from the natural (NBO) analysis, given in e for atoms 1 to 5: number 1, C, carries -0.26; number 2, O, carries -0.54; number 3, C, carries 0.31; number 4, C, carries -0.28; number 5, C, carries -0.23